{
  "formula": "C36H42BiN3O9PS2Te",
  "method": "wB97M-V/def2-TZVPD",
  "charge": -2,
  "homo_lumo_gap_ev": [4.74, 4.80],
  "s2": 0.76,
  "e_above_lowest_kj_mol": 0.00,
  "spin_multiplicity": 2,
  "e_lumo_ev": [3.999, 3.998],
  "e_homo_ha": [-0.027, -0.030],
  "energy_ev": -105001.0224,
  "symbols": ["Bi", "O", "C", "O", "C", "C", "C", "C", "C", "N", "C", "O", "O", "H", "H", "H", "H", "S", "C", "C", "C", "C", "C", "C", "S", "H", "H", "H", "H", "O", "N", "O", "O", "C", "P", "C", "C", "O", "H", "H", "H", "H", "H", "H", "H", "H", "H", "C", "C", "O", "N", "Te", "C", "C", "C", "C", "C", "C", "C", "C", "C", "C", "C", "C", "C", "C", "C", "C", "C", "C", "H", "H", "H", "H", "H", "H", "H", "H", "H", "H", "H", "H", "H", "H", "H", "H", "H", "H", "H", "H", "H", "H", "H", "H", "H"],
  "positions_angstrom": [[-0.547, 1.889, -0.126], [-4.113, 5.250, -1.199], [-3.446, 4.256, -0.566], [-3.514, 3.095, -0.956], [-2.737, 4.751, 0.624], [-2.947, 6.060, 0.991], [-2.285, 6.523, 2.171], [-1.436, 5.651, 2.780], [-1.165, 4.412, 2.214], [-1.837, 3.963, 1.200], [-0.047, 3.522, 2.727], [0.310, 3.568, 3.943], [0.460, 2.685, 1.854], [-4.481, 4.961, -2.073], [-3.601, 6.692, 0.363], [-2.501, 7.481, 2.573], [-0.822, 5.842, 3.605], [-0.803, 3.081, -3.015], [-1.126, 1.790, -4.016], [-0.699, 1.870, -5.350], [-0.851, 0.798, -6.246], [-1.504, -0.382, -5.798], [-1.999, -0.445, -4.519], [-1.767, 0.554, -3.534], [-2.147, 0.215, -1.889], [-0.008, 2.672, -5.648], [-0.421, 0.809, -7.265], [-1.616, -1.192, -6.536], [-2.647, -1.299, -4.225], [3.806, 1.548, 0.491], [2.743, 0.904, 0.479], [2.437, -0.021, 1.208], [1.801, 1.263, -0.482], [3.389, 4.022, -1.972], [2.257, 4.833, -0.756], [2.323, 6.670, -0.998], [3.071, 4.757, 0.822], [0.829, 4.307, -0.801], [4.074, 4.762, -2.329], [2.781, 3.751, -2.865], [4.031, 3.210, -1.559], [3.325, 7.001, -1.343], [2.075, 7.124, -0.015], [1.471, 6.905, -1.670], [3.651, 5.648, 1.044], [3.711, 3.875, 0.805], [2.234, 4.672, 1.528], [-2.763, 1.066, 2.067], [-1.577, 0.065, 2.072], [-1.328, -0.628, 3.152], [-0.798, -0.101, 1.015], [0.401, -1.995, 1.513], [1.883, -2.943, 0.141], [1.867, -2.835, -1.269], [1.220, -1.708, -2.010], [2.584, -3.715, -2.061], [3.490, -4.597, -1.437], [4.239, -5.467, -2.362], [3.586, -4.664, -0.080], [2.851, -3.776, 0.776], [3.149, -3.758, 2.231], [-1.047, -3.522, 1.946], [-1.286, -3.916, 3.270], [-0.535, -3.435, 4.454], [-2.239, -4.903, 3.544], [-3.080, -5.339, 2.532], [-4.117, -6.291, 2.910], [-2.836, -4.941, 1.208], [-1.814, -4.073, 0.897], [-1.447, -3.769, -0.522], [-3.214, 0.974, 3.049], [-3.486, 0.836, 1.228], [-2.439, 2.129, 1.933], [0.237, -1.903, -2.426], [1.858, -1.540, -2.909], [1.149, -0.790, -1.458], [2.547, -3.686, -3.168], [4.233, -6.529, -2.078], [5.331, -5.266, -2.312], [3.939, -5.365, -3.433], [4.217, -5.379, 0.432], [3.968, -4.369, 2.458], [2.292, -4.076, 2.853], [3.430, -2.745, 2.591], [-0.495, -2.354, 4.476], [0.533, -3.745, 4.528], [-1.082, -3.667, 5.352], [-2.414, -5.336, 4.554], [-3.866, -7.311, 3.126], [-4.879, -6.385, 2.086], [-4.575, -5.966, 3.856], [-3.420, -5.478, 0.428], [-2.019, -4.341, -1.263], [-0.379, -4.063, -0.730], [-1.582, -2.704, -0.831]]
}

{
  "formula": "C59H60BBr2Cl2N7O5Sn",
  "method": "wB97M-V/def2-TZVPD",
  "charge": -2,
  "homo_lumo_gap_ev": 3.91,
  "e_above_lowest_kj_mol": 268.00,
  "spin_multiplicity": 1,
  "e_lumo_ev": 3.444,
  "e_homo_ha": -0.017,
  "energy_ev": -254463.8857,
  "symbols": ["Sn", "O", "C", "C", "C", "C", "C", "C", "C", "O", "N", "N", "C", "C", "Br", "C", "C", "C", "C", "C", "C", "C", "H", "H", "H", "H", "H", "H", "H", "H", "H", "H", "H", "H", "H", "H", "Br", "C", "C", "C", "C", "C", "C", "N", "N", "C", "C", "C", "C", "O", "C", "N", "C", "C", "C", "C", "H", "H", "H", "H", "H", "H", "H", "H", "H", "Cl", "C", "Cl", "C", "O", "O", "H", "C", "C", "C", "C", "C", "C", "C", "C", "C", "C", "C", "C", "N", "B", "N", "C", "C", "C", "C", "C", "C", "C", "C", "C", "C", "C", "C", "C", "C", "H", "H", "H", "H", "H", "H", "H", "H", "H", "H", "H", "H", "H", "H", "H", "H", "H", "H", "H", "H", "H", "H", "H", "H", "H", "H", "H", "H", "H", "H", "H", "H", "H", "H", "H", "H"],
  "positions_angstrom": [[0.083, -0.796, 0.151], [3.763, -1.789, -4.129], [3.274, -3.027, -3.839], [3.894, -4.130, -4.416], [3.415, -5.404, -4.164], [2.310, -5.584, -3.352], [1.693, -4.486, -2.774], [2.168, -3.207, -3.001], [1.542, -2.002, -2.315], [0.459, -2.277, -1.580], [1.250, -1.015, -3.420], [0.496, 0.026, -3.021], [-0.262, 0.634, -3.873], [-1.204, 1.601, -3.461], [-1.694, 1.367, -1.571], [-1.832, 2.620, -4.127], [-1.514, 3.260, -5.363], [-2.382, 4.264, -5.846], [-2.119, 4.964, -7.002], [-0.977, 4.692, -7.746], [-0.107, 3.711, -7.290], [-0.358, 3.014, -6.128], [3.145, -1.130, -3.762], [4.748, -3.969, -5.059], [3.907, -6.257, -4.610], [1.930, -6.577, -3.161], [0.829, -4.592, -2.136], [2.347, -1.516, -1.720], [0.878, -1.486, -4.253], [-0.276, 0.342, -4.930], [-2.666, 3.061, -3.599], [-3.278, 4.495, -5.284], [-2.798, 5.743, -7.330], [-0.769, 5.240, -8.655], [0.793, 3.505, -7.856], [0.359, 2.287, -5.779], [4.535, 4.728, 6.544], [4.400, 2.814, 6.537], [4.843, 2.100, 5.434], [4.735, 0.731, 5.432], [4.233, 0.027, 6.554], [3.803, 0.798, 7.657], [3.874, 2.170, 7.645], [4.401, -1.304, 6.714], [4.447, -2.187, 5.797], [3.776, -2.115, 4.627], [4.395, -2.722, 3.524], [3.946, -2.540, 2.239], [2.758, -1.830, 1.957], [2.385, -1.536, 0.780], [1.949, -1.485, 3.105], [0.682, -1.140, 2.845], [-0.136, -0.886, 3.835], [0.270, -0.926, 5.169], [1.571, -1.256, 5.464], [2.464, -1.563, 4.427], [5.278, 2.613, 4.587], [5.098, 0.175, 4.582], [3.416, 0.287, 8.527], [3.542, 2.749, 8.496], [5.332, -3.232, 3.708], [4.518, -2.928, 1.409], [-1.155, -0.672, 3.553], [-0.439, -0.722, 5.958], [1.901, -1.317, 6.492], [-0.890, -3.803, 0.852], [-2.558, -3.395, 0.457], [-2.704, -3.082, -1.265], [-2.982, -2.105, 1.266], [-3.962, -2.239, 1.979], [-2.258, -1.110, 1.092], [-3.200, -4.240, 0.703], [-3.663, 2.482, 5.024], [-3.302, 1.263, 4.163], [-3.458, -0.019, 4.978], [-4.158, 1.283, 2.918], [-5.359, 0.592, 2.896], [-6.219, 0.708, 1.826], [-5.911, 1.567, 0.793], [-4.710, 2.264, 0.764], [-4.453, 3.222, -0.380], [-4.947, 2.672, -1.720], [-5.130, 4.575, -0.123], [-3.798, 2.072, 1.813], [-2.539, 2.729, 1.802], [-1.199, 2.282, 1.556], [-0.392, 3.455, 1.736], [-1.231, 4.525, 2.012], [-2.501, 4.089, 2.061], [0.998, 3.734, 1.665], [1.562, 4.016, 0.411], [2.901, 4.369, 0.328], [3.688, 4.441, 1.458], [3.124, 4.179, 2.689], [1.785, 3.834, 2.825], [1.316, 3.581, 4.245], [0.870, 2.133, 4.424], [0.260, 4.570, 4.747], [0.727, 4.018, -0.849], [1.382, 3.216, -1.973], [0.464, 5.460, -1.301], [-3.046, 2.512, 5.920], [-4.709, 2.436, 5.328], [-3.510, 3.406, 4.470], [-2.256, 1.351, 3.858], [-4.419, -0.050, 5.490], [-2.679, -0.069, 5.736], [-3.388, -0.885, 4.325], [-5.632, -0.052, 3.716], [-7.136, 0.136, 1.803], [-6.615, 1.680, -0.017], [-3.377, 3.386, -0.458], [-6.034, 2.663, -1.770], [-4.586, 1.660, -1.874], [-4.589, 3.302, -2.531], [-6.208, 4.457, -0.024], [-4.924, 5.254, -0.949], [-4.759, 5.034, 0.790], [-0.849, 5.522, 2.135], [-3.391, 4.644, 2.289], [3.328, 4.601, -0.637], [4.734, 4.706, 1.388], [3.737, 4.263, 3.574], [2.191, 3.727, 4.889], [0.047, 1.888, 3.756], [0.562, 1.963, 5.454], [1.701, 1.467, 4.204], [-0.700, 4.418, 4.263], [0.591, 5.592, 4.569], [0.128, 4.442, 5.820], [-0.240, 3.561, -0.631], [2.367, 3.602, -2.226], [0.764, 3.262, -2.866], [1.482, 2.172, -1.680], [1.390, 5.961, -1.579], [-0.008, 6.028, -0.501], [-0.201, 5.459, -2.163]]
}

{
  "formula": "C28H58Br6N6O6",
  "method": "wB97M-V/def2-TZVPD",
  "charge": 0,
  "homo_lumo_gap_ev": [8.22, 9.38],
  "s2": 2.01,
  "spin_multiplicity": 3,
  "e_lumo_ev": [-0.073, -0.075],
  "e_homo_ha": [-0.305, -0.347],
  "energy_ev": -471454.4754,
  "symbols": ["C", "Br", "Br", "Br", "H", "C", "Br", "Br", "Br", "H", "C", "C", "C", "C", "C", "C", "N", "O", "C", "C", "C", "H", "H", "H", "H", "H", "H", "H", "H", "H", "H", "H", "H", "H", "H", "H", "H", "H", "H", "C", "C", "C", "C", "C", "C", "N", "O", "C", "C", "C", "H", "H", "H", "H", "H", "H", "H", "H", "H", "H", "H", "H", "H", "H", "H", "H", "H", "H", "O", "C", "N", "C", "H", "H", "H", "H", "H", "O", "C", "N", "C", "H", "H", "H", "H", "H", "O", "C", "N", "C", "H", "H", "H", "H", "H", "O", "C", "N", "C", "H", "H", "H", "H", "H"],
  "positions_angstrom": [[-0.858, 0.230, -2.051], [-1.902, 1.074, -0.699], [-1.959, -0.767, -3.333], [0.477, -1.030, -1.401], [-0.334, 1.019, -2.577], [-2.933, -4.198, -2.974], [-1.299, -4.304, -4.036], [-2.558, -3.772, -1.105], [-4.147, -5.665, -3.069], [-3.491, -3.315, -3.255], [1.250, 1.859, 4.118], [0.994, 3.268, 3.581], [0.186, 3.177, 2.238], [-1.339, 3.436, 2.297], [-1.811, 3.112, 3.711], [-1.131, 3.866, 4.874], [0.276, 4.178, 4.497], [0.959, 4.554, 5.488], [-1.871, 5.181, 5.085], [-1.230, 3.026, 6.142], [2.314, 3.892, 3.146], [1.652, 1.789, 5.133], [1.966, 1.314, 3.505], [0.295, 1.338, 4.220], [0.633, 3.766, 1.437], [0.312, 2.135, 1.924], [-1.798, 2.671, 1.671], [-1.528, 4.424, 1.885], [-1.844, 2.056, 3.967], [-2.801, 3.574, 3.630], [-1.824, 5.814, 4.198], [-2.912, 5.170, 5.418], [-1.451, 5.726, 5.937], [-0.669, 2.095, 6.185], [-0.977, 3.684, 6.972], [-2.279, 2.741, 6.259], [3.173, 3.692, 3.791], [2.275, 4.986, 3.114], [2.680, 3.674, 2.139], [2.882, -4.616, 1.528], [1.636, -4.498, 2.400], [2.086, -3.764, 3.684], [0.965, -3.247, 4.580], [0.121, -2.336, 3.696], [-0.475, -2.967, 2.418], [0.636, -3.646, 1.699], [0.343, -4.087, 0.542], [-1.542, -3.930, 2.966], [-1.121, -1.799, 1.676], [1.177, -5.897, 2.794], [2.654, -5.120, 0.588], [3.577, -5.276, 2.051], [3.406, -3.695, 1.273], [2.707, -4.461, 4.255], [2.768, -2.940, 3.460], [1.316, -2.627, 5.408], [0.421, -4.064, 5.060], [0.883, -1.654, 3.279], [-0.576, -1.657, 4.185], [-2.244, -3.458, 3.656], [-2.202, -4.191, 2.125], [-1.267, -4.888, 3.391], [-0.480, -0.969, 1.401], [-1.635, -2.211, 0.816], [-1.966, -1.460, 2.282], [1.957, -6.510, 3.247], [0.891, -6.510, 1.936], [0.347, -5.859, 3.494], [0.338, -0.872, -5.829], [1.520, -0.904, -5.478], [2.009, -0.063, -4.552], [2.416, -2.080, -5.837], [1.410, 0.635, -4.144], [2.998, -0.043, -4.374], [1.934, -2.813, -6.471], [2.631, -2.445, -4.832], [3.328, -1.721, -6.316], [3.336, 1.463, -1.914], [2.682, 2.412, -1.519], [1.503, 2.221, -0.868], [3.049, 3.822, -1.906], [1.157, 3.032, -0.386], [1.270, 1.264, -0.653], [2.301, 4.583, -1.639], [2.942, 4.066, -2.966], [4.035, 4.079, -1.531], [0.913, 2.608, -4.553], [-0.284, 2.833, -4.635], [-1.216, 1.933, -4.999], [-0.813, 4.208, -4.261], [-2.136, 2.181, -5.312], [-0.891, 0.984, -5.166], [-0.418, 4.942, -4.966], [-0.639, 4.572, -3.252], [-1.894, 4.294, -4.410], [-4.595, -1.610, -7.791], [-3.383, -1.709, -7.837], [-2.692, -1.186, -8.892], [-2.544, -2.273, -6.723], [-1.748, -1.528, -8.975], [-3.108, -0.845, -9.740], [-2.946, -3.277, -6.585], [-2.763, -1.729, -5.805], [-1.468, -2.167, -6.837]]
}

{
  "formula": "CH3BrO2P",
  "method": "wB97M-V/def2-TZVPD",
  "charge": -1,
  "homo_lumo_gap_ev": 7.79,
  "smiles": "C[P@](=O)([O-])Br",
  "e_above_lowest_kj_mol": 214.65,
  "spin_multiplicity": 1,
  "e_lumo_ev": 3.533,
  "e_homo_ha": -0.157,
  "energy_ev": -84514.0223,
  "symbols": ["C", "P", "O", "O", "Br", "H", "H", "H"],
  "positions_angstrom": [[-0.070, 0.145, -0.123], [-0.611, 1.667, -0.996], [0.607, 3.082, -0.743], [-2.034, 1.981, -0.806], [-0.361, 0.921, -3.100], [0.416, -0.656, -0.922], [0.603, 0.306, 0.763], [-1.007, -0.287, 0.197]]
}

| no. | largest force on an atom (eV/Å) |
| --- | --- |
| 1 | 3.645 |
| 2 | 3.097 |
| 3 | 3.118 |
| 4 | 8.038 |